Molecular formula: C8H16Cl6FNO4S
Method: DFT, ωB97M-V/def2-TZVPD

Its structure (SMILES) is O=C(O)CNS(=O)(=O)F.ClCCCl.ClCCCl.ClCCCl. As for the LUMO energy: 0.067 eV. The value obtained for the molar mass is 454.0 g/mol. For the HOMO-LUMO gap, the calculation gives 0.3879 Ha.

CARTESIAN COORDINATES (ANGSTROEM)
Cl (-3.285, -0.426, 1.133)
Cl (-3.388, -2.752, -1.348)
Cl (6.362, -2.861, 0.244)
Cl (-2.198, 2.008, -2.593)
Cl (5.662, -2.035, 3.480)
Cl (-5.032, 0.279, -3.368)
S (1.486, 1.507, -0.811)
F (2.223, 1.815, -2.190)
O (0.416, 0.563, -0.998)
O (1.529, 1.863, 2.997)
O (2.220, 3.805, 2.198)
O (2.479, 0.983, 0.058)
N (0.839, 2.962, -0.319)
C (1.446, 2.944, 2.123)
C (-3.695, -3.025, 0.385)
C (-2.376, 0.237, -2.711)
C (-3.356, -0.164, -3.786)
C (5.407, -1.023, 2.035)
C (5.020, -1.841, 0.827)
C (0.313, 2.861, 1.064)
C (-4.368, -1.839, 1.033)
H (-2.745, -3.258, 0.863)
H (4.607, -0.322, 2.275)
H (-5.262, -1.541, 0.489)
H (6.317, -0.454, 1.856)
H (-0.336, 1.969, 1.205)
H (-4.338, -3.902, 0.459)
H (-3.338, -1.246, -3.914)
H (0.616, 1.756, 3.322)
H (-1.390, -0.165, -2.940)
H (-4.656, -2.091, 2.053)
H (-2.677, -0.136, -1.736)
H (-3.114, 0.297, -4.742)
H (4.172, -2.490, 1.039)
H (4.746, -1.179, 0.006)
H (0.027, 3.152, -0.918)
H (-0.334, 3.747, 1.228)

Electronic structure analysis, Löwdin charges in units of e: 0.5490, 0.5954, 0.5306, 0.5508, 0.5297, 0.5325, 0.6191, -0.1339, -0.2803, 0.0725, 0.1843, -0.2337, -0.1015, -0.5186, -0.6428, -0.6884, -0.6716, -0.6633, -0.6695, -0.1275, -0.6490, 0.0711, 0.0677, 0.0721, 0.0693, 0.1238, 0.0746, 0.0519, 0.1141, 0.0709, 0.0734, -0.0094, 0.0688, 0.0687, 0.0650, 0.0877, 0.1462